[1]
Below is a cluster of 5 separate species, C28H46F12N3O11PS2Si in total, with properties calculated with the ωB97M-V functional and the def2-TZVPD basis.

orbital gap = 0.32814 Eh
E_LUMO = 0.39 eV
HOMO energy = -0.3140 hartree
net charge = 0
electronic energy = -128224.80737 eV
SMILES = NCCC[Si@H](CCCCCCCSc1nnco1)P(O)(O)=S.CCOC(=O)C(F)(F)F.CCOC(=O)C(F)(F)F.CCOC(=O)C(F)(F)F.CCOC(=O)C(F)(F)F

XYZ file:
```
104
Properties=species:S:1:pos:R:3:mulliken_charge:R:1
N -2.00933 1.48168 7.40003 -0.63
C -1.70469 2.78338 6.79511 -0.58
C -2.60111 3.12428 5.61679 -0.61
C -2.61024 2.11372 4.45839 -0.65
Si -1.11658 2.23419 3.29932 0.06
C -1.68174 1.66761 1.60028 -0.85
C -0.60470 1.28577 0.58135 -0.49
C -1.09573 1.30410 -0.87793 -0.54
C -0.48478 0.16649 -1.70165 -0.83
C -0.18357 0.48044 -3.17322 -0.77
C 0.66070 1.72722 -3.41647 -0.74
C 2.06628 1.64867 -2.80374 -0.31
S 2.80770 3.25138 -2.39299 -0.26
C 1.92383 3.73982 -0.98070 0.41
N 2.33379 3.58677 0.23281 -0.35
N 1.38788 4.17244 1.04611 -0.19
C 0.48394 4.63364 0.26405 0.00
O 0.74413 4.40859 -1.03180 -0.27
P 0.56616 0.97856 4.16742 0.63
O -0.06734 -0.03835 5.24227 -0.52
O 1.36642 1.95072 5.17644 -0.57
S 1.75847 0.16886 2.87936 -0.37
H -2.60147 0.91848 6.81077 0.28
H -1.16097 0.96917 7.58237 0.29
H -1.85281 3.55155 7.55867 0.37
H -0.64940 2.84483 6.50943 0.12
H -2.37383 4.11622 5.23028 0.25
H -3.62451 3.19491 6.00350 0.38
H -3.48011 2.32250 3.82714 0.45
H -2.71993 1.07917 4.78794 0.44
H -0.67990 3.64684 3.33019 -0.20
H -2.42485 0.87527 1.71487 0.49
H -2.23633 2.53090 1.20689 0.45
H -0.28925 0.26535 0.80485 0.34
H 0.29292 1.88918 0.69967 0.13
H -0.85043 2.27597 -1.30760 0.35
H -2.18410 1.22002 -0.88694 0.37
H 0.43796 -0.18196 -1.23080 0.38
H -1.16767 -0.68477 -1.65450 0.49
H -1.11524 0.51756 -3.74024 0.42
H 0.37001 -0.37941 -3.56161 0.13
H 0.16864 2.62451 -3.03830 0.59
H 0.75462 1.88485 -4.49179 0.42
H 2.76082 1.26606 -3.55183 0.02
H 2.12916 0.97941 -1.94853 0.36
H -0.40482 5.16701 0.55403 0.43
H -0.39314 -0.82344 4.78428 0.33
H 2.11297 2.29931 4.66857 0.35
C -2.00120 9.54931 6.30453 -1.09
C -3.10314 8.97723 7.16760 -0.22
O -4.10996 8.32774 6.36158 -0.34
C -3.84897 7.08285 6.00102 0.35
O -2.87552 6.44304 6.26571 -0.48
C -5.03583 6.52121 5.19019 0.91
F -5.48426 7.41365 4.30279 -0.26
F -6.04001 6.20864 6.01728 -0.28
F -4.67286 5.42353 4.53321 -0.19
H -2.41491 10.22647 5.55709 0.31
H -1.29248 10.09954 6.92210 0.37
H -1.46300 8.75857 5.78286 0.31
H -3.63279 9.76459 7.69865 0.32
H -2.71528 8.27366 7.90241 0.32
C 3.27138 1.24575 -9.69475 -1.11
C 4.14024 1.28257 -8.45800 -0.25
O 3.44062 0.73994 -7.31594 -0.26
C 3.45784 -0.57637 -7.19494 0.01
O 3.98425 -1.36878 -7.91514 -0.52
C 2.71053 -0.97893 -5.90962 1.25
F 1.57038 -0.29684 -5.75530 -0.25
F 3.48434 -0.72749 -4.84034 -0.28
F 2.41248 -2.27260 -5.90994 -0.26
H 2.33084 1.76691 -9.51587 0.31
H 3.78636 1.72712 -10.52503 0.38
H 3.03984 0.22008 -9.98005 0.32
H 4.38189 2.30548 -8.17941 0.32
H 5.07333 0.74085 -8.60364 0.33
C 3.00140 -3.42651 -3.17585 -0.95
C 3.20186 -4.62623 -2.27854 -0.46
O 2.27091 -4.59794 -1.17303 -0.30
C 1.06189 -5.06674 -1.41886 0.43
O 0.65003 -5.52179 -2.44334 -0.50
C 0.20956 -4.98593 -0.13784 0.81
F 0.36657 -3.81770 0.48979 -0.24
F 0.54684 -5.95955 0.72827 -0.27
F -1.08558 -5.12452 -0.41085 -0.24
H 3.07747 -2.50686 -2.59430 0.28
H 3.75671 -3.41202 -3.95795 0.39
H 2.01817 -3.45221 -3.64173 0.35
H 4.18711 -4.61400 -1.81847 0.37
H 3.09627 -5.56186 -2.82573 0.34
C -0.56415 -8.46689 -0.93758 -0.55
C 0.48232 -9.55290 -1.02935 -0.34
O -0.11695 -10.84156 -1.28205 -0.31
C -0.39097 -11.11818 -2.54618 0.34
O -0.19351 -10.42687 -3.49921 -0.51
C -0.98626 -12.53799 -2.64616 0.90
F -1.89082 -12.75763 -1.68767 -0.25
F -0.00888 -13.44579 -2.51556 -0.25
F -1.56990 -12.71562 -3.82562 -0.24
H -1.31180 -8.71542 -0.18329 0.36
H -0.10583 -7.52330 -0.66957 -0.22
H -1.08343 -8.33980 -1.88709 0.35
H 1.00838 -9.66672 -0.08386 0.35
H 1.22066 -9.33471 -1.79992 0.33
```

[2]
Below is the ion C4H8NO3 with charge -1, with properties calculated with the ωB97M-V functional and the def2-TZVPD basis.

orbital gap = 0.29820 Eh
E_LUMO = 3.96 eV
HOMO energy = -0.1528 hartree
net charge = -1
electronic energy = -11911.62147 eV
SMILES = N[C@H](CO)CC(=O)[O-]

XYZ file:
```
16
Properties=species:S:1:pos:R:3:mulliken_charge:R:1
N -1.54963 -1.72171 -0.65640 -0.81
C -0.49934 -0.83197 -0.05796 0.45
C -0.81520 -0.71796 1.42595 -0.51
O 0.37241 -0.78499 2.22810 -0.55
C -0.54082 0.47163 -0.81938 -0.71
C 0.84947 1.23483 -0.79530 0.51
O 1.87816 0.52183 -0.76555 -0.74
O 0.74313 2.47820 -0.73889 -0.75
H -1.76245 -1.51738 -1.61786 0.24
H -1.26939 -2.69414 -0.56971 0.21
H 0.48224 -1.30526 -0.20759 0.34
H -1.44873 -1.54145 1.76155 0.29
H -1.35777 0.17514 1.74898 0.19
H 1.13906 -0.72298 1.67716 0.33
H -1.32802 1.14238 -0.46712 0.19
H -0.77125 0.31917 -1.88086 0.32
```

[3]
Below is the molecule C26H27N3O4, with properties calculated with the ωB97M-V functional and the def2-TZVPD basis.

orbital gap = 0.30176 Eh
E_LUMO = 0.13 eV
HOMO energy = -0.2971 hartree
net charge = 0
electronic energy = -40060.55045 eV
SMILES = Cc1ccccc1C(=O)Nc1c(C(=O)N(CCN(C)C)Cc2ccco2)oc2ccccc12

XYZ file:
```
60
Properties=species:S:1:pos:R:3:mulliken_charge:R:1
C 2.79008 2.19642 -1.38235 -1.67
C 4.06567 2.11948 -0.59714 1.07
C 4.82460 3.26974 -0.41570 -0.79
C 6.02206 3.24528 0.27557 -0.54
C 6.50221 2.05056 0.78422 -0.64
C 5.76724 0.89454 0.60678 -0.80
C 4.54483 0.92240 -0.05758 0.49
C 3.82658 -0.38306 -0.18314 0.61
O 4.37274 -1.39123 -0.57754 -0.66
N 2.53048 -0.30500 0.24174 -0.08
C 1.53370 -1.24880 0.29738 0.24
C 0.22904 -0.91292 0.63533 0.97
C -0.23677 0.43079 0.95216 0.80
O 0.59502 1.35106 0.98908 -0.91
N -1.53759 0.67766 1.23332 0.14
C -2.63434 -0.24557 1.05237 -1.08
C -2.98359 -0.44652 -0.44353 -0.81
N -4.11481 -1.29867 -0.71660 -0.02
C -5.37984 -0.78135 -0.24473 -0.96
C -3.91995 -2.68292 -0.34760 -0.93
C -1.90388 2.04663 1.57649 -1.36
C -2.69878 2.70730 0.50150 0.29
C -2.32424 3.27979 -0.67874 -0.12
C -3.51915 3.70186 -1.31111 -0.62
C -4.52917 3.35412 -0.47014 -0.51
O -4.04500 2.74956 0.62825 -0.34
O -0.57022 -2.02960 0.64942 -0.48
C 0.21373 -3.07599 0.31737 -0.45
C -0.18694 -4.40006 0.21661 -1.01
C 0.77599 -5.32315 -0.13377 -0.50
C 2.09622 -4.93696 -0.37501 -0.77
C 2.49594 -3.62339 -0.27352 -0.15
C 1.54182 -2.66709 0.07873 0.50
H 2.61553 1.28070 -1.94304 0.32
H 2.83149 3.03006 -2.08027 0.52
H 1.94146 2.35882 -0.71706 0.28
H 4.46772 4.20203 -0.83001 0.41
H 6.58704 4.15674 0.40520 0.39
H 7.44454 2.01930 1.30999 0.40
H 6.12794 -0.05033 0.98547 0.45
H 2.17457 0.60709 0.54536 0.27
H -3.49961 0.17609 1.56778 0.52
H -2.39101 -1.20599 1.50729 0.46
H -2.11683 -0.87252 -0.95417 0.36
H -3.18820 0.52891 -0.89295 0.43
H -5.50941 -0.86310 0.84502 0.34
H -6.18338 -1.34202 -0.72283 0.36
H -5.47002 0.26485 -0.53135 0.25
H -2.95631 -3.01950 -0.72413 0.20
H -4.70454 -3.27976 -0.81332 0.42
H -3.95689 -2.85596 0.73838 0.32
H -2.48982 2.03186 2.50072 0.37
H -0.97046 2.59114 1.73722 0.50
H -1.32370 3.38489 -1.04411 0.61
H -3.60840 4.19473 -2.25706 0.47
H -5.59179 3.48019 -0.53264 0.51
H -1.20967 -4.68375 0.40813 0.46
H 0.50352 -6.36396 -0.22338 0.41
H 2.81951 -5.69057 -0.64730 0.41
H 3.51306 -3.32483 -0.46509 0.65
```